1.
{"formula": "C31H36F4O15", "method": "ωB97M-V/def2-TZVPD", "molar_mass_da": 724.61, "smiles": "CCCCc1cc(O)cc2c1C(=O)C([C@@H](C)CCC)=CC2=O.O=C1OC[C@@H](F)O1.O=C1OC[C@@H](F)O1.O=C1OC[C@@H](F)O1.O=C1OC[C@@H](F)O1", "e_lumo_ev": -1.06, "total_charge": 0, "elements": ["C", "C", "C", "C", "C", "C", "C", "O", "C", "C", "C", "C", "O", "C", "C", "C", "C", "C", "C", "C", "C", "O", "H", "H", "H", "H", "H", "H", "H", "H", "H", "H", "H", "H", "H", "H", "H", "H", "H", "H", "H", "H", "H", "H", "H", "H", "O", "C", "O", "C", "C", "F", "O", "H", "H", "H", "O", "C", "O", "C", "C", "F", "O", "H", "H", "H", "O", "C", "O", "C", "C", "F", "O", "H", "H", "H", "O", "C", "O", "C", "C", "F", "O", "H", "H", "H"], "coordinates": [[-0.2381, 2.5011, 3.7154], [1.0728, 2.4170, 2.9117], [1.1168, 1.2055, 1.9881], [0.1281, 1.3183, 0.7979], [-0.6932, 0.0733, 0.6254], [-2.0557, 0.0906, 0.8882], [-2.8206, -1.0650, 0.8149], [-4.1757, -1.0164, 1.1029], [-2.2450, -2.2839, 0.5171], [-0.8803, -2.3191, 0.2894], [-0.1104, -1.1607, 0.3100], [1.3316, -1.3009, -0.0364], [1.8980, -0.4812, -0.7272], [2.0124, -2.5615, 0.4371], [3.4643, -2.5850, 0.9036], [4.1448, -3.8841, 0.4502], [4.2999, -1.3520, 0.5212], [5.6334, -1.2482, 1.2671], [5.5395, -0.3912, 2.5310], [1.2442, -3.6585, 0.4240], [-0.1867, -3.6115, 0.0247], [-0.7506, -4.5693, -0.4554], [-0.7815, 1.5551, 3.6789], [-0.0480, 2.7178, 4.7649], [-0.9024, 3.2784, 3.3405], [1.9134, 2.3520, 3.6025], [1.2037, 3.3266, 2.3246], [2.1308, 1.0425, 1.6274], [0.8461, 0.3229, 2.5769], [0.6897, 1.5040, -0.1142], [-0.5404, 2.1581, 0.9818], [-2.5345, 1.0179, 1.1754], [-4.6036, -0.5413, 0.3804], [-2.8292, -3.1915, 0.4684], [3.4119, -2.6044, 1.9989], [3.9620, -4.0593, -0.6090], [3.7921, -4.7409, 1.0212], [5.2203, -3.8296, 0.6005], [4.4370, -1.3515, -0.5617], [3.7289, -0.4535, 0.7446], [6.0218, -2.2332, 1.5224], [6.3698, -0.7901, 0.6029], [4.9846, -0.8977, 3.3200], [6.5288, -0.1301, 2.9025], [5.0228, 0.5439, 2.3043], [1.6172, -4.6411, 0.6820], [4.0604, 4.2283, 1.3121], [4.2451, 3.5759, 0.3442], [3.5937, 2.4354, 0.0308], [3.9757, 2.0307, -1.2929], [5.3124, 2.7239, -1.4516], [5.5422, 3.1341, -2.7208], [5.1672, 3.8647, -0.6210], [3.2545, 2.4139, -2.0161], [4.0201, 0.9476, -1.3596], [6.1719, 2.1445, -1.1104], [-9.7827, -3.3934, 0.2396], [-8.6399, -3.4486, 0.5460], [-8.0186, -2.6476, 1.4310], [-6.6719, -3.1132, 1.6107], [-6.4382, -3.8956, 0.3368], [-5.6397, -4.9715, 0.5176], [-7.7489, -4.3308, 0.0072], [-6.6263, -3.7684, 2.4816], [-5.9875, -2.2812, 1.7331], [-6.0446, -3.3043, -0.4927], [-6.9097, -1.2763, -3.0758], [-7.6538, -2.1856, -3.2316], [-8.9955, -2.0874, -3.3250], [-9.5358, -3.3808, -3.6245], [-8.4265, -4.2986, -3.1530], [-8.3056, -5.4115, -3.9151], [-7.2726, -3.4889, -3.3160], [-9.6828, -3.4773, -4.7012], [-10.4758, -3.5218, -3.1003], [-8.5003, -4.5897, -2.1068], [3.4057, 10.1207, -1.9884], [3.8560, 9.0462, -2.1839], [3.9764, 8.0674, -1.2566], [4.4047, 6.8679, -1.9066], [5.0501, 7.4066, -3.1664], [4.8767, 6.5872, -4.2317], [4.3449, 8.6121, -3.3822], [3.5346, 6.2581, -2.1564], [5.0794, 6.3060, -1.2697], [6.1142, 7.6294, -3.0714]]}

2.
{"formula": "C31H36MoN4O2Se", "method": "ωB97M-V/def2-TZVPD", "molar_mass_da": 671.56, "de_lowest_kcal_mol": 10.0, "e_lumo_ev": [-6.72, -6.81], "total_charge": 2, "elements": ["Mo", "O", "C", "C", "C", "C", "C", "C", "C", "N", "C", "C", "N", "C", "C", "C", "C", "C", "C", "C", "O", "H", "H", "H", "H", "H", "H", "H", "H", "H", "H", "H", "H", "H", "H", "C", "C", "C", "C", "N", "C", "Se", "N", "C", "C", "C", "C", "C", "C", "C", "C", "C", "C", "H", "H", "H", "H", "H", "H", "H", "H", "H", "H", "H", "H", "H", "H", "H", "H", "H", "H", "H", "H", "H", "H"], "coordinates": [[-1.5195, 0.3344, -1.3472], [-1.7643, -0.1035, 0.4482], [-2.1909, -1.0801, 1.2613], [-2.1783, -0.9105, 2.6399], [-2.6494, -1.9338, 3.4369], [-3.1331, -3.1230, 2.8744], [-3.1371, -3.2862, 1.5116], [-2.6484, -2.2688, 0.6700], [-2.6047, -2.4740, -0.7430], [-2.1652, -1.6353, -1.6346], [-2.2232, -2.0727, -3.0461], [-1.1545, -1.3284, -3.8263], [-1.1905, 0.0856, -3.4135], [-0.8925, 0.9797, -4.2972], [-0.8748, 2.4004, -4.0849], [-0.6377, 3.2674, -5.1628], [-0.6675, 4.6308, -4.9797], [-0.9086, 5.1590, -3.7093], [-1.1258, 4.3303, -2.6239], [-1.1074, 2.9603, -2.8212], [-1.2801, 2.1131, -1.7806], [-1.8184, 0.0198, 3.0601], [-2.6654, -1.8030, 4.5108], [-3.5082, -3.9083, 3.5153], [-3.5227, -4.1978, 1.0709], [-2.9647, -3.4390, -1.0966], [-3.2078, -1.8335, -3.4518], [-2.0722, -3.1488, -3.1213], [-1.3136, -1.4301, -4.8989], [-0.1704, -1.7319, -3.5788], [-0.6463, 0.6382, -5.3012], [-0.4453, 2.8499, -6.1436], [-0.5076, 5.2937, -5.8180], [-0.9145, 6.2313, -3.5669], [-1.3166, 4.7276, -1.6362], [1.2121, -5.3884, 1.2696], [0.7500, -4.3969, 0.2044], [0.5263, -2.9898, 0.7578], [1.8259, -2.2353, 0.9790], [1.5802, -0.8521, 1.4055], [1.2317, 0.1757, 0.6181], [1.0967, 0.0782, -1.2706], [1.0115, 1.2586, 1.3772], [0.7014, 2.6188, 0.9291], [1.8918, 3.5614, 1.0951], [3.0621, 3.2398, 0.1666], [2.7868, 3.6102, -1.2892], [1.1793, 0.9068, 2.7126], [1.0274, 1.6405, 3.8874], [1.2431, 0.9647, 5.0698], [1.5937, -0.3975, 5.0879], [1.7450, -1.1207, 3.9241], [1.5312, -0.4346, 2.7314], [1.3241, -6.3853, 0.8461], [0.4848, -5.4497, 2.0814], [2.1768, -5.1053, 1.6945], [-0.1893, -4.7525, -0.2276], [1.4818, -4.3572, -0.6077], [-0.0214, -3.0497, 1.7046], [-0.0763, -2.4088, 0.0575], [2.4127, -2.2082, 0.0622], [2.4253, -2.7040, 1.7566], [-0.1504, 2.9665, 1.5156], [0.4055, 2.5646, -0.1148], [2.2238, 3.5308, 2.1349], [1.5411, 4.5765, 0.8949], [3.3257, 2.1795, 0.2422], [3.9307, 3.8011, 0.5127], [1.9769, 3.0153, -1.7191], [3.6725, 3.4421, -1.9014], [2.5193, 4.6654, -1.3737], [0.7606, 2.6883, 3.8794], [1.1442, 1.4946, 6.0072], [1.7470, -0.8888, 6.0389], [2.0156, -2.1676, 3.9437]]}

3.
{"formula": "C31H36N3O6PTi", "method": "ωB97M-V/def2-TZVPD", "molar_mass_da": 625.49, "de_lowest_kcal_mol": 45.8, "e_lumo_ev": [-7.34, -7.34], "total_charge": 2, "elements": ["Ti", "O", "C", "O", "C", "C", "C", "N", "C", "C", "C", "C", "C", "C", "C", "N", "C", "C", "C", "C", "C", "N", "H", "H", "H", "H", "H", "H", "H", "H", "H", "H", "C", "C", "C", "C", "C", "C", "C", "H", "H", "H", "H", "H", "H", "H", "H", "C", "C", "C", "C", "O", "P", "O", "O", "O", "C", "C", "C", "C", "H", "H", "H", "H", "H", "H", "H", "H", "H", "H", "H", "H", "H", "H", "H", "H", "H", "H"], "coordinates": [[11.1163, 9.8723, 9.2127], [10.2894, 15.5023, 11.0211], [10.2876, 16.0689, 9.7147], [10.0851, 17.1075, 9.2131], [10.4901, 14.6281, 9.6823], [9.4008, 13.6596, 9.5404], [9.6139, 12.3761, 9.3590], [10.8768, 11.7952, 9.3444], [11.9934, 12.6995, 9.4114], [11.8201, 14.0053, 9.6083], [13.2565, 11.9834, 9.2110], [14.5474, 12.4792, 9.1124], [15.6485, 11.6312, 8.7599], [15.3992, 10.2639, 8.4484], [14.1165, 9.8189, 8.6417], [13.1277, 10.6388, 9.0444], [8.5465, 11.3671, 9.1018], [7.1737, 11.5982, 9.1636], [6.2932, 10.5027, 8.9612], [6.8621, 9.2179, 8.6704], [8.2372, 9.1054, 8.6525], [9.0504, 10.1417, 8.8887], [8.3752, 14.0091, 9.3545], [12.7176, 14.5328, 9.5922], [14.7806, 13.5240, 9.2562], [16.6372, 12.0392, 8.5778], [16.0877, 9.5361, 8.0160], [13.8428, 8.7794, 8.5229], [6.8400, 12.5955, 9.3607], [5.2228, 10.6563, 8.9775], [6.1974, 8.3660, 8.4651], [8.7924, 8.2058, 8.4791], [10.8738, 7.0759, 6.3887], [10.5818, 8.5546, 6.2041], [11.5620, 9.4613, 6.6841], [11.3108, 10.8277, 6.5059], [10.1950, 11.2853, 5.9105], [9.1567, 10.4204, 5.5401], [9.4005, 9.0433, 5.5459], [10.0076, 6.6308, 6.8812], [11.7134, 6.9266, 7.0344], [11.0468, 6.3946, 5.5397], [12.5641, 9.1326, 6.8839], [12.1748, 11.5356, 6.6908], [9.9535, 12.3313, 5.8470], [8.2484, 10.8747, 5.1735], [8.6469, 8.3743, 5.1751], [13.5388, 7.0410, 13.2813], [13.1907, 6.6922, 11.8317], [13.2578, 5.2498, 11.4883], [14.0831, 7.4463, 10.8905], [11.7283, 7.0204, 11.6966], [10.8687, 7.7639, 10.6926], [10.7323, 9.2624, 11.0518], [11.4097, 7.9191, 9.2399], [9.4925, 7.0348, 10.6148], [8.5317, 6.7903, 11.7414], [8.6291, 7.7905, 12.9216], [7.1138, 6.8955, 11.1197], [8.8392, 5.4035, 12.2632], [14.5904, 6.8202, 13.4063], [12.8835, 6.4960, 13.8971], [13.1537, 7.9999, 13.4504], [14.2541, 4.8962, 11.4577], [12.7546, 5.0323, 10.5657], [12.7445, 4.6045, 12.2112], [15.1233, 7.0392, 11.1386], [14.2475, 8.5303, 10.9247], [13.8415, 7.2018, 9.8542], [8.4231, 8.7908, 12.5891], [9.5820, 7.7705, 13.4656], [7.8383, 7.5786, 13.6754], [6.8100, 7.9934, 11.0556], [6.3616, 6.4215, 11.7539], [7.1130, 6.4292, 10.1507], [9.8695, 5.2052, 12.4819], [8.4381, 4.6371, 11.6195], [8.1948, 5.3243, 13.0945]]}